This record from the OMol25 dataset describes C31H31N13O3S3Ti as an isolated structure. The level of theory is the ωB97M-V functional and the def2-TZVPD basis.

Structure (XYZ):
```
82
C31H31N13O3S3Ti | the OMol25 dataset | the ωB97M-V functional and the def2-TZVPD basis
Ti 1.30 -0.78 -0.51
O -0.82 -4.20 -1.50
C -0.42 -3.14 -1.02
N 0.39 -2.23 -1.59
C 0.82 -2.50 -2.94
C 2.25 -2.06 -3.10
C 3.07 -2.60 -4.08
C 4.37 -2.16 -4.17
C 4.83 -1.20 -3.28
C 3.96 -0.73 -2.31
N 2.69 -1.15 -2.23
C -0.80 -2.74 0.38
C -1.67 -3.50 1.14
C -1.97 -3.08 2.42
C -1.38 -1.92 2.90
C -0.51 -1.22 2.09
N -0.23 -1.62 0.85
H 0.71 -3.56 -3.19
H 0.21 -1.95 -3.66
H 2.69 -3.37 -4.74
H 5.04 -2.56 -4.93
H 5.84 -0.83 -3.31
H 4.27 -0.02 -1.56
H -2.08 -4.40 0.69
H -2.65 -3.65 3.04
H -1.60 -1.54 3.89
H -0.05 -0.30 2.42
N 2.97 2.06 2.30
C 2.34 1.92 1.14
N 2.38 0.65 0.80
C 3.04 0.04 1.84
N 3.42 0.88 2.78
C 3.18 -1.38 1.75
C 3.87 -2.17 2.67
N 3.97 -3.49 2.55
C 3.36 -4.01 1.47
C 2.66 -3.27 0.56
N 2.54 -1.91 0.67
H 3.09 2.90 2.84
H 1.87 2.73 0.60
H 4.34 -1.70 3.52
H 3.43 -5.08 1.34
H 2.17 -3.74 -0.29
N 1.87 6.77 3.11
C 1.00 5.76 2.70
C 0.81 4.62 3.49
C -0.02 3.60 3.06
C -0.67 3.69 1.84
C -0.50 4.82 1.05
C 0.34 5.84 1.47
S -1.61 2.31 1.24
O -2.69 2.84 0.42
O -1.95 1.53 2.39
N -0.55 1.51 0.36
C -0.44 1.68 -0.96
S -1.37 2.69 -2.03
C -0.41 2.14 -3.37
C 0.50 1.24 -2.96
N 0.50 0.99 -1.60
H 2.01 6.84 4.10
H 1.72 7.67 2.68
H 1.30 4.56 4.46
H -0.18 2.72 3.68
H -1.03 4.90 0.11
H 0.47 6.72 0.85
H -0.60 2.48 -4.38
H 1.21 0.73 -3.59
C -5.27 -2.57 -2.27
N -5.03 -1.46 -1.38
C -6.11 -0.87 -0.61
C -5.42 0.28 0.12
N -4.19 0.42 -0.64
C -3.95 -0.63 -1.45
S -2.57 -0.89 -2.34
H -5.70 -3.40 -1.71
H -4.31 -2.88 -2.69
H -5.95 -2.29 -3.08
H -6.54 -1.60 0.08
H -6.91 -0.52 -1.27
H -5.21 0.04 1.17
H -6.00 1.20 0.09
H -3.47 1.09 -0.39
```

Values from the calculation:
Kohn-Sham gap (spin up / spin down) = 5.57 / 5.87 eV
strongest force on any atom = 0.525 eV Å⁻¹
energy above the lowest of the compared OMol25 structures with the same formula, charge and spin = 1.5 kcal/mol
E = -4181.6734 hartree
charge = 0

These are the Mulliken partial charges, in e, on atoms 1 to 2:
1 Ti -0.934
2 O -0.792